Molecular formula: H20O10
Method: DFT, ωB97M-V with the def2-TZVPD basis set

Last columns: bonded neighbours and bond lengths (Å).
Positions of all 30 atoms, in Å:
1 O -4.25270 -0.50653 -1.29463  H2 0.969, H3 0.962
2 H -3.29274 -0.41042 -1.20906  O1 0.969
3 H -4.57210 0.36473 -1.54975  O1 0.962
4 O 1.50648 -3.43959 -0.27316  H5 0.971, H6 0.963
5 H 1.53774 -3.16673 0.65838  O4 0.971
6 H 0.58359 -3.32974 -0.52538  O4 0.963
7 O -1.84692 2.53065 1.52057  H8 0.967, H9 0.964
8 H -1.65891 2.36491 0.58620  O7 0.967
9 H -2.74040 2.89244 1.53001  O7 0.964
10 O 2.39439 0.86761 -1.12702  H11 0.988, H12 0.964
11 H 2.78012 -0.00085 -1.39591  O10 0.988
12 H 2.56198 1.45897 -1.86924  O10 0.964
13 O -2.31074 -0.19450 2.24588  H14 0.973, H15 0.961
14 H -1.77040 0.49060 1.81509  O13 0.973
15 H -2.73261 0.26480 2.97653  O13 0.961
16 O 3.47541 -1.77003 -1.39195  H17 0.987, H18 0.964
17 H 2.79761 -2.36285 -0.98873  O16 0.987
18 H 3.40165 -1.90737 -2.34374  O16 0.964
19 O 1.04305 -2.28126 2.44917  H20 0.967, H21 0.962
20 H 0.62612 -1.66883 1.82720  O19 0.967
21 H 0.94483 -1.86066 3.30834  O19 0.962
22 O 2.07837 3.29427 0.24716  H23 0.978, H24 0.961
23 H 2.11767 2.32395 0.13563  O22 0.978
24 H 2.11716 3.65169 -0.64399  O22 0.961
25 O -1.78363 0.96381 -1.09078  H26 0.965, H27 0.969
26 H -2.55837 1.42484 -1.43555  O25 0.965
27 H -1.23257 0.79663 -1.87014  O25 0.969
28 O 0.28527 -0.48070 0.22984  H29 0.975, H30 0.968
29 H 1.01963 -0.15820 -0.32466  O28 0.975
30 H -0.51895 -0.15164 -0.19632  O28 0.968

Relative energy (zero: lowest compared OMol25 entry of this formula, charge and spin) in eV: 2.459
Orbital gap in eV: 10.3255
SMILES: O.O.O.O.O.O.O.O.O.O
Spin multiplicity: 1
Net charge: 0